1.
Molecular formula: C35H32BrNO3P2PbS2
Method: DFT, ωB97M-V with the def2-TZVPD basis set

The geometry in XYZ format:
```
77
Properties=species:S:1:pos:R:3:mulliken_charge:R:1
Pb 0.2866 1.2087 -0.2055 0.843
S -0.4231 2.9111 2.0280 -0.826
P -0.7407 1.0251 2.6816 1.801
C 0.1704 -0.1886 1.8262 -1.109
P 1.6189 -0.7767 2.5446 1.154
S 2.9622 -1.4912 1.2896 -0.518
C 2.5170 0.3487 3.7079 0.303
C 2.6625 0.1839 5.0812 -0.179
C 3.3608 1.1236 5.8276 -0.695
C 3.8915 2.2512 5.2222 -0.455
C 3.7478 2.4256 3.8510 -0.757
C 3.0749 1.4763 3.1029 -0.518
C 1.1878 -2.1858 3.6646 0.164
C 2.1741 -2.8714 4.3724 -0.306
C 1.8412 -3.9542 5.1712 -0.637
C 0.5199 -4.3812 5.2503 -0.575
C -0.4571 -3.7379 4.5069 -0.890
C -0.1191 -2.6518 3.7092 -1.112
C -2.5049 0.5536 2.4822 0.412
C -3.4998 1.1648 3.2392 -0.448
C -4.8232 0.7695 3.1077 -0.632
C -5.1609 -0.2307 2.2067 -0.584
C -4.1737 -0.8350 1.4410 -0.789
C -2.8491 -0.4462 1.5786 -0.134
C -0.7178 1.1515 4.5243 0.372
C -0.1893 2.2739 5.1505 -0.567
C -0.1997 2.3765 6.5338 -0.653
C -0.7277 1.3513 7.3035 -0.448
C -1.2479 0.2215 6.6856 -0.835
C -1.2498 0.1254 5.3028 -0.032
H 2.2179 -0.6649 5.5823 0.342
H 3.4764 0.9764 6.8958 0.353
H 4.4176 2.9906 5.8160 0.347
H 4.1606 3.3030 3.3668 0.391
H 2.9580 1.5929 2.0313 0.301
H 3.2058 -2.5508 4.2881 0.454
H 2.6111 -4.4795 5.7259 0.376
H 0.2586 -5.2242 5.8808 0.362
H -1.4835 -4.0866 4.5358 0.443
H -0.8610 -2.1389 3.1059 0.983
H -3.2349 1.9512 3.9372 0.452
H -5.5916 1.2415 3.7105 0.370
H -6.1964 -0.5356 2.0991 0.320
H -4.4323 -1.6117 0.7313 0.434
H -2.0689 -0.9119 0.9931 0.167
H 0.2164 3.0654 4.5335 0.328
H 0.2207 3.2549 7.0098 0.372
H -0.7403 1.4304 8.3852 0.347
H -1.6545 -0.5854 7.2847 0.380
H -1.6723 -0.7459 4.8203 0.389
Br -0.4561 -4.1218 0.9089 -0.139
C 0.5155 -3.5982 -0.6477 0.322
C 1.5184 -4.4352 -1.1008 -0.556
C 2.1666 -4.0452 -2.2666 -0.291
C 1.7859 -2.8723 -2.8885 -0.615
C 0.7545 -2.1115 -2.3357 0.652
N 0.1320 -2.4838 -1.2187 -0.102
C 0.2727 -0.8683 -3.0917 0.007
O -0.2747 -1.1084 -4.1763 -0.723
O 0.5249 0.2407 -2.5518 -0.664
H 1.7662 -5.3419 -0.5700 0.374
H 2.9464 -4.6691 -2.6878 0.376
H 2.2539 -2.5406 -3.8051 0.398
C -2.9754 1.3845 -2.5932 -1.523
C -2.6165 2.1169 -1.2867 1.791
C -1.7976 3.3742 -1.6471 -1.948
C -3.9022 2.5882 -0.5794 -1.705
O -1.9497 1.2684 -0.4199 -0.039
H -3.3317 2.0816 -3.3595 0.391
H -3.7495 0.6360 -2.4059 0.323
H -2.0871 0.8711 -2.9654 0.180
H -2.3872 4.0725 -2.2482 0.475
H -0.9104 3.0871 -2.2190 0.360
H -1.4851 3.8747 -0.7271 0.361
H -4.4577 3.3097 -1.1887 0.438
H -3.6208 3.0567 0.3664 0.315
H -4.5422 1.7315 -0.3577 0.283
```

Values from the calculation:
- E_LUMO: 0.1599 hartree
- Charge: -2
- Relative energy (zero: lowest compared OMol25 entry of this formula, charge and spin): 0.590 eV
- E_tot: -5879.4907 Ha

=====

2.
Molecular formula: C18H38N5O13V
Method: DFT, ωB97M-V with the def2-TZVPD basis set

The geometry in XYZ format:
```
75
Properties=species:S:1:pos:R:3:mulliken_charge:R:1
O -0.1023 -2.2678 0.1010 -0.471
V 1.4499 -2.3261 0.5625 1.179
O 2.2173 -1.3409 -0.4496 -0.417
N 4.4358 -3.3851 2.1045 0.850
O 4.9746 -4.3627 1.6321 -0.631
O 3.5315 -2.7755 1.4342 -0.334
O 4.7463 -2.9262 3.2152 -0.686
N 1.3244 -4.5153 3.1736 0.850
O 1.4244 -4.1607 4.3623 -0.669
O 0.9841 -3.6265 2.3151 -0.416
O 1.5210 -5.6663 2.8084 -0.606
N 2.6333 -4.9954 -1.3188 0.810
O 2.9090 -6.0926 -0.8391 -0.584
O 2.9325 -4.7013 -2.4971 -0.659
O 1.9828 -4.1542 -0.6273 -0.470
C -0.3211 1.1416 4.1627 -1.751
C -0.2229 1.0925 2.6221 1.555
C -0.4262 2.4901 2.0327 -0.645
C 0.7598 3.4147 2.3194 -0.839
C 2.0668 2.7569 1.8444 -1.296
C 2.2739 1.3225 2.3514 1.514
N 1.0367 0.5961 2.0906 -0.008
O 1.1777 -0.8094 2.2825 0.983
C 3.3638 0.6915 1.4871 -1.906
C 2.7892 1.3217 3.8090 -1.556
C -1.3428 0.2102 2.0786 -2.017
H -1.3626 0.9692 4.4282 0.496
H -0.0203 2.0891 4.6214 0.317
H 0.3531 0.4296 4.6397 0.263
H -0.5757 2.4750 0.9527 -0.278
H -1.3394 2.8562 2.5202 0.497
H 0.8552 3.6356 3.3862 0.390
H 0.5951 4.3617 1.7991 0.433
H 2.8426 3.3957 2.2761 0.398
H 2.0895 2.7497 0.7534 0.423
H 4.1680 1.4026 1.2611 0.391
H 3.7562 -0.2669 1.8255 0.355
H 2.9636 0.5210 0.4811 0.299
H 2.6688 0.3002 4.2029 0.237
H 3.8537 1.5248 3.8647 0.480
H 2.1935 1.9335 4.4855 0.308
H -1.1763 -0.8393 2.3179 0.351
H -1.3577 0.3411 0.9985 0.150
H -2.2924 0.4603 2.5565 0.593
H 1.5653 -0.8789 3.1692 0.032
C -2.8383 -1.6398 -3.0877 -1.730
C -3.1654 -0.2583 -3.6358 1.818
C -4.0395 0.5007 -2.6464 -1.589
C -3.2805 1.0541 -1.4543 -0.226
C -2.1756 1.9785 -1.9352 -0.710
C -1.2495 1.2972 -2.9282 2.061
N -2.0069 0.5784 -3.9672 0.104
O -1.0913 -0.2009 -4.7516 -0.482
C -0.5034 2.4490 -3.6427 -2.120
C -0.2226 0.4342 -2.1774 -1.441
C -3.9490 -0.4075 -4.9443 -1.917
H -3.7481 -2.2345 -2.9345 0.465
H -2.2676 -2.2060 -3.8217 0.421
H -2.4041 -1.5762 -2.0920 0.278
H -4.5238 1.3369 -3.1710 0.380
H -4.8723 -0.1249 -2.3127 0.486
H -4.0155 1.5221 -0.7923 0.529
H -2.8638 0.2307 -0.8637 0.010
H -1.6276 2.2897 -1.0419 -0.141
H -2.6624 2.8989 -2.2818 0.393
H -1.2048 2.8787 -4.3821 0.548
H 0.3023 2.1009 -4.2923 0.373
H -0.2576 3.2876 -2.9955 0.340
H 0.5898 0.0978 -2.8251 0.415
H -0.6506 -0.5454 -1.9467 0.204
H 0.1961 0.9473 -1.3164 0.131
H -4.6043 -1.2853 -4.8777 0.393
H -4.5580 0.4607 -5.1952 0.362
H -3.2878 -0.6330 -5.7822 0.373
H -0.9177 0.3767 -5.5016 0.359
```

Values from the calculation:
- E_LUMO: 0.1416 hartree
- Charge: -2
- Relative energy (zero: lowest compared OMol25 entry of this formula, charge and spin): 0.000 eV
- E_tot: -2904.2219 Ha

=====

3.
Molecular formula: C2H4P2
Method: DFT, ωB97M-V with the def2-TZVPD basis set

The geometry in XYZ format:
```
8
Properties=species:S:1:pos:R:3:mulliken_charge:R:1
C -1.6606 -0.1658 0.8620 -0.184
C -0.4443 -0.0400 -0.2051 -0.365
P -2.2994 0.6413 -0.4220 -0.062
P 0.9277 1.1201 0.0027 -0.091
H -1.7682 -0.7586 1.7855 0.371
H 0.0526 -0.9607 -0.6597 0.308
H 0.7082 1.2750 1.4348 0.019
H 0.4672 2.3641 -0.2939 0.003
```

Values from the calculation:
- E_LUMO: -0.0026 hartree
- Relative energy (zero: lowest compared OMol25 entry of this formula, charge and spin): 1.959 eV
- E_tot: -761.1829 Ha

=====

4.
Molecular formula: C19H21AuN2O2
Method: DFT, ωB97M-V with the def2-TZVPD basis set

The geometry in XYZ format:
```
45
Properties=species:S:1:pos:R:3:mulliken_charge:R:1
Au 0.5536 -0.8517 0.8431 0.506
O 1.3337 -2.6924 1.4467 -0.676
N 2.0123 -3.3478 0.5703 -0.131
N 2.1753 -2.7640 -0.5430 0.700
O 1.7640 -1.5415 -0.8060 -0.786
C 2.9095 -3.4495 -1.5742 0.379
C 3.1502 -4.8130 -1.4715 -0.335
C 3.8654 -5.4358 -2.4805 -0.452
C 4.3222 -4.7101 -3.5723 -0.483
C 4.0618 -3.3514 -3.6581 -0.438
C 3.3497 -2.7076 -2.6571 -0.452
H 2.7838 -5.3676 -0.6213 0.442
H 4.0597 -6.4979 -2.4146 0.366
H 4.8767 -5.2065 -4.3575 0.375
H 4.4126 -2.7830 -4.5090 0.358
H 3.1303 -1.6521 -2.7036 0.414
C -0.1441 -0.3771 2.7186 -1.898
C -1.4919 0.2238 2.8960 0.731
C -2.6160 -0.5967 2.9596 -0.357
C -3.8748 -0.0576 3.1748 -0.570
C -4.0229 1.3115 3.3432 -0.417
C -2.9074 2.1363 3.2902 -0.646
C -1.6525 1.5971 3.0613 -0.077
H -0.0943 -1.3675 3.1745 0.597
H 0.6546 0.2508 3.1097 0.552
H -2.4999 -1.6675 2.8370 0.394
H -4.7395 -0.7072 3.2189 0.376
H -5.0037 1.7347 3.5181 0.388
H -3.0187 3.2052 3.4209 0.395
H -0.7848 2.2427 3.0019 0.311
C 0.1510 4.0226 -1.2557 -1.618
C -1.0359 3.1087 -0.9247 2.193
C -1.9800 3.8225 0.0496 -1.583
C -1.7931 2.7643 -2.2137 -1.646
C -0.5380 1.8651 -0.3127 -0.569
C -0.1160 0.8517 0.1853 0.162
H -0.2063 4.9430 -1.7227 0.383
H 0.8385 3.5283 -1.9424 0.404
H 0.7013 4.2841 -0.3511 0.385
H -2.3912 4.7182 -0.4215 0.432
H -1.4477 4.1217 0.9536 0.343
H -2.8023 3.1695 0.3418 0.365
H -2.1680 3.6781 -2.6800 0.394
H -2.6391 2.1101 -2.0007 0.392
H -1.1379 2.2555 -2.9212 0.401
```

Values from the calculation:
- E_LUMO: 0.0001 hartree
- Relative energy (zero: lowest compared OMol25 entry of this formula, charge and spin): 0.000 eV
- E_tot: -1132.0877 Ha

=====

5.
Molecular formula: C18H20INO5Zr
Method: DFT, ωB97M-V with the def2-TZVPD basis set

The geometry in XYZ format:
```
46
Properties=species:S:1:pos:R:3:mulliken_charge:R:1
Zr -0.3494 0.5597 0.5953 0.305
O 0.1078 4.8316 4.8058 -0.524
C 0.0295 3.9802 3.9617 0.462
C -0.5016 4.1688 2.5377 -0.098
O -0.9391 5.1923 2.0582 -0.587
C -0.3615 2.8530 1.9133 0.788
C 0.2234 1.9297 2.7804 1.102
O 0.4982 0.7125 2.3784 -0.746
C 0.4139 2.5061 4.1161 -0.037
O 0.7309 1.9389 5.1398 -0.586
O -0.7081 2.4961 0.6922 -0.519
I 2.1588 1.3966 -0.8984 0.039
C 1.3143 -0.6078 -0.3579 -1.085
H 2.0976 -1.0428 0.2762 0.459
H 1.3050 -1.1488 -1.3109 0.405
C -5.9551 -0.5058 3.0613 -1.535
C -4.5008 -0.6195 2.7087 0.385
C -3.5850 -1.0349 3.6676 -0.863
C -2.2490 -1.2240 3.3376 0.221
C -1.2442 -1.6654 4.3557 -1.497
C -1.8545 -1.0061 2.0277 -0.574
C -2.7352 -0.4734 1.0380 1.622
C -4.0799 -0.3150 1.4181 -0.932
N -2.0725 -0.1800 -0.1284 -0.097
C -2.5539 0.1743 -1.4591 1.746
C -1.9832 1.5700 -1.8062 -1.698
C -4.0681 0.1805 -1.6844 -2.201
C -1.9070 -0.8534 -2.4125 -1.475
H -6.1153 -0.7171 4.1165 0.375
H -6.5422 -1.2151 2.4763 0.328
H -6.3271 0.4952 2.8470 0.353
H -3.9174 -1.2312 4.6753 0.316
H -1.7361 -2.0465 5.2471 0.410
H -0.6225 -0.8139 4.6382 0.256
H -0.5881 -2.4347 3.9489 0.361
H -0.8484 -1.3346 1.6925 0.873
H -4.8140 0.0481 0.7205 0.462
H -2.4076 2.3354 -1.1513 0.328
H -2.2193 1.8232 -2.8365 0.535
H -0.8857 1.5644 -1.6895 0.535
H -4.5432 0.9904 -1.1378 0.414
H -4.5065 -0.7666 -1.3831 0.475
H -4.2635 0.3302 -2.7431 0.501
H -0.8231 -0.8645 -2.2595 0.158
H -2.1177 -0.6032 -3.4481 0.475
H -2.2923 -1.8499 -2.2062 0.365
```

Values from the calculation:
- E_LUMO: -0.0182 hartree
- E_tot: -1473.6355 Ha